Density functional theory data (ωB97M-V/def2-TZVPD) for a cluster of 3 separate species, C46H55O11P2 in total at a distorted geometry.

Structure (XYZ):
```
114
C46H55O11P2 (ωB97M-V/def2-TZVPD)
C -1.00 -8.01 -5.59
C -1.88 -6.93 -6.48
C -2.78 -5.89 -5.58
C -3.68 -6.60 -4.41
C -3.93 -5.68 -3.07
C -2.58 -5.06 -2.39
C -2.80 -3.51 -1.79
C -3.14 -2.53 -3.06
C -3.11 -0.91 -2.69
O -2.28 -0.44 -1.57
C -0.84 -0.61 -1.82
C -0.02 0.83 -1.78
C 0.32 1.42 -3.27
C 1.75 0.82 -3.90
O -2.69 -0.35 -4.02
P -3.71 0.94 -4.60
C -4.00 0.29 -6.37
P -2.78 -1.05 -6.96
O -3.24 -2.54 -6.54
O -1.11 -0.76 -6.58
O -2.88 -1.05 -8.73
O -5.18 0.23 -3.89
C -4.68 -0.36 -2.60
C -5.03 0.58 -1.27
C -5.24 -0.54 0.10
C -5.05 0.21 1.66
O -3.95 -0.80 0.96
H 0.14 -8.01 -5.86
H -1.46 -9.10 -5.72
H -1.07 -7.79 -4.42
H -2.62 -7.50 -7.19
H -1.09 -6.32 -7.13
H -3.56 -5.39 -6.33
H -2.09 -5.02 -5.22
H -3.30 -7.65 -4.06
H -4.76 -6.79 -4.89
H -4.41 -6.40 -2.25
H -4.78 -4.87 -3.28
H -2.29 -5.76 -1.47
H -1.64 -5.04 -3.09
H -1.78 -3.19 -1.30
H -3.65 -3.48 -0.96
H -4.25 -2.76 -3.43
H -2.45 -2.78 -3.99
H -0.59 -1.26 -2.76
H -0.42 -1.23 -0.89
H -0.58 1.67 -1.16
H 1.02 0.67 -1.23
H 0.51 2.59 -3.17
H -0.57 1.31 -4.04
H 1.56 -0.16 -4.52
H 2.55 0.65 -3.03
H 2.19 1.63 -4.65
H -4.65 2.01 -4.95
H -2.53 1.64 -5.09
H -3.41 1.58 -3.34
H -3.88 1.20 -7.13
H -5.11 -0.08 -6.50
H -0.96 0.12 -6.12
H -3.05 -1.98 -9.07
H -5.47 -1.24 -2.45
H -6.05 1.15 -1.37
H -4.15 1.27 -0.95
H -6.10 -1.44 0.00
H -5.15 -0.61 2.51
H -4.19 1.04 1.66
C 2.52 3.53 3.76
C 3.05 4.71 4.27
C 3.71 5.61 3.43
C 3.84 5.32 2.07
C 3.33 4.13 1.55
C 2.65 3.24 2.40
C 3.50 3.80 0.13
O 3.05 2.75 -0.33
C 4.24 4.73 -0.75
C 4.47 4.40 -2.09
C 5.15 5.28 -2.92
C 5.61 6.51 -2.42
C 5.39 6.84 -1.09
C 4.71 5.94 -0.24
C 4.52 6.29 1.18
O 4.92 7.36 1.62
H 2.00 2.84 4.41
H 2.96 4.93 5.33
H 4.12 6.53 3.84
H 2.24 2.32 2.00
H 4.11 3.45 -2.49
H 5.33 5.02 -3.96
H 6.13 7.20 -3.08
H 5.75 7.79 -0.70
C 0.95 3.74 9.57
C 1.29 3.47 10.90
C 2.11 2.38 11.19
C 2.57 1.55 10.17
C 2.21 1.81 8.85
C 1.41 2.91 8.55
C 2.66 0.91 7.76
O 2.34 1.14 6.60
C 3.48 -0.27 8.09
C 3.86 -1.16 7.08
C 4.65 -2.27 7.38
C 5.06 -2.49 8.70
C 4.68 -1.61 9.71
C 3.88 -0.50 9.41
C 3.45 0.40 10.49
O 3.81 0.21 11.64
H 0.32 4.60 9.34
H 0.93 4.11 11.70
H 2.38 2.17 12.23
H 1.13 3.13 7.52
H 3.54 -0.99 6.05
H 4.93 -2.96 6.60
H 5.68 -3.36 8.93
H 5.01 -1.79 10.73
```

HOMO-LUMO gap (eV): 4.68
Net charge: -1
E_tot (a.u.): -3295.86350
E_HOMO (eV): -4.9
Molecular weight (g/mol): 845.88